One molecule with the formula C27H31FN4O4, computed with ωB97M-V with the def2-TZVPD basis set.

Structure (ORCA input):
```
! wB97M-V def2-TZVPD RIJCOSX def2/J DEFGRID3
* xyz 0 1
C -6.9622 -0.4375 1.1455
H -7.5023 -1.3823 1.2139
H -7.5336 0.2701 0.5436
H -6.8213 -0.0291 2.1488
O -5.7320 -0.7678 0.5376
C -4.8412 0.1804 0.1396
C -3.7394 -0.3537 -0.5299
C -2.7319 0.4628 -1.0093
C -2.8397 1.8404 -0.8514
C -3.9259 2.3960 -0.1977
C -4.9331 1.5661 0.3398
O -6.0264 2.0672 1.0059
C -5.8335 3.1101 1.9410
H -6.6875 3.0547 2.6172
H -5.8152 4.0878 1.4566
H -4.9101 2.9719 2.5089
O -4.0974 3.7419 -0.0425
C -3.1157 4.6078 -0.5614
H -3.4635 5.6131 -0.3275
H -3.0182 4.5006 -1.6453
H -2.1428 4.4416 -0.0890
H -2.0581 2.4512 -1.2708
C -1.5312 -0.0420 -1.7290
O -0.8927 0.6538 -2.5011
N -1.1925 -1.3236 -1.4597
H -1.6937 -1.8247 -0.7444
C -0.0254 -1.9604 -2.0059
H 0.3716 -1.3002 -2.7786
H -0.3146 -2.9090 -2.4743
C 1.0487 -2.2831 -0.9404
N 1.4994 -1.1163 -0.1930
C 2.5826 -1.4300 0.7272
H 2.3497 -2.3528 1.2620
C 3.9595 -1.5631 0.0460
N 4.2748 -0.3675 -0.7102
C 5.0032 0.6553 -0.1292
C 4.6977 2.0086 -0.3246
C 5.4896 3.0077 0.2079
C 6.5995 2.6678 0.9548
C 6.9375 1.3438 1.1662
C 6.1482 0.3528 0.6230
H 6.4428 -0.6749 0.7667
H 7.8168 1.0992 1.7411
F 7.3720 3.6463 1.4872
H 5.2433 4.0467 0.0538
H 3.8272 2.3013 -0.8885
C 3.2164 -0.0869 -1.6609
C 1.8637 0.0702 -0.9533
H 1.0826 0.3279 -1.6650
H 1.9348 0.8865 -0.2266
H 3.4620 0.7975 -2.2459
H 3.1702 -0.9368 -2.3523
H 4.7107 -1.7455 0.8113
H 3.9587 -2.4162 -0.6418
H 2.6346 -0.6128 1.4548
C 0.4348 -3.2758 0.0183
C -0.3371 -2.8557 1.0981
C -0.9360 -3.8053 1.9082
C -0.7400 -5.1457 1.6081
N -0.0043 -5.5565 0.5903
C 0.5635 -4.6463 -0.1796
H 1.1569 -5.0346 -0.9989
H -1.1856 -5.9278 2.2081
H -1.5405 -3.5123 2.7526
H -0.4398 -1.7993 1.2991
H 1.8702 -2.7865 -1.4832
H -3.7373 -1.4229 -0.6716
*
```

- SMILES: COc1cc(C(=O)NC[C@H](c2cccnc2)N2CCN(c3ccc(F)cc3)CC2)cc(OC)c1OC
- Relative energy (zero: lowest compared OMol25 entry of this formula, charge and spin): 38.9 kcal per mole
- Frontier orbital gap: 7.97 eV
- HOMO level: -7.380 eV

Results of the Löwdin charge analysis, in e, for atoms 1 through 6: C -0.0684; H 0.0939; H 0.0972; H 0.0941; O -0.0632; C -0.1827